Entry 1:
Below is a molecular structure, C9H18P2 at a distorted geometry, with properties calculated with wB97M-V/def2-TZVPD.

XYZ file:
```
29
Properties=species:S:1:pos:R:3:lowdin_charge:R:1
C -0.08 -2.07 -0.77 -0.1713
C -0.97 -0.31 1.88 -0.1668
C 1.07 -1.18 -0.49 -0.2045
C 0.38 0.35 1.60 -0.2164
C -1.52 -1.49 -1.11 -0.1594
C -2.14 -0.08 0.95 -0.2401
C 0.88 0.19 0.21 -0.5893
C -1.66 -0.18 -0.41 -0.4493
C 2.22 0.98 0.11 -0.0751
P -0.46 1.03 -0.85 0.9321
P 0.46 3.38 -2.18 0.4735
H 0.23 -2.61 -1.57 0.0727
H -0.16 -2.73 0.05 0.0981
H -0.80 -1.33 1.99 0.0907
H -1.35 0.05 2.83 0.1114
H 1.85 -1.68 0.12 0.1390
H 1.52 -0.91 -1.41 0.0942
H 0.46 1.35 1.66 0.0570
H 1.10 -0.07 2.31 0.1311
H -1.60 -1.08 -2.17 0.1221
H -2.36 -2.05 -0.91 0.0775
H -2.83 -0.90 1.07 0.1089
H -2.63 0.89 1.18 0.1228
H 2.99 0.37 -0.28 0.0634
H 2.61 1.24 1.06 0.0715
H 2.34 1.83 -0.47 0.0105
H -0.61 1.86 0.22 -0.0297
H 0.70 2.55 -3.25 -0.2754
H -0.99 3.54 -2.44 -0.1991
```

The HOMO energy (spin up / spin down) comes out at -7.092 / -6.936 eV. The value obtained for the frontier orbital gap (spin up / spin down) is 0.245 / 0.264 hartree.


Entry 2:
Below is C9H18Si2 in the gas phase at a distorted geometry, with properties calculated with wB97M-V/def2-TZVPD.

XYZ file:
```
29
Properties=species:S:1:pos:R:3:lowdin_charge:R:1
C -1.03 -2.36 0.54 -0.1413
Si -0.29 -0.79 -0.75 0.7114
C -1.63 0.54 -0.52 -0.4484
C -2.14 0.70 0.89 -0.1162
C -3.45 0.36 0.91 -0.1033
C -3.85 -0.05 -0.42 -0.0968
C -2.80 0.05 -1.22 -0.1762
Si 1.79 0.21 -0.12 0.4488
C 2.39 1.46 -1.51 -0.2353
C 3.27 -1.02 0.09 -0.2098
C 1.68 1.19 1.44 -0.2597
H -1.70 -2.90 0.10 -0.0747
H -0.13 -2.94 0.84 0.0111
H -1.31 -1.83 1.45 0.0099
H 0.07 -1.26 -2.08 -0.0622
H -1.26 1.41 -0.89 0.0816
H -1.67 1.28 1.66 0.0890
H -4.07 0.43 1.86 0.1220
H -4.81 -0.60 -0.58 0.1139
H -2.80 -0.02 -2.31 0.1113
H 3.18 1.12 -2.21 0.0194
H 1.63 1.95 -2.21 0.0271
H 2.76 2.41 -1.03 0.0267
H 4.19 -0.40 0.45 0.0678
H 3.17 -1.63 0.91 -0.0239
H 3.63 -1.61 -0.68 -0.0104
H 0.99 2.06 1.42 0.0334
H 1.54 0.54 2.35 0.0500
H 2.65 1.70 1.62 0.0347
```

The HOMO energy comes out at -8.489 eV. The value obtained for the frontier orbital gap is 0.345 hartree.


Entry 3:
Below is a molecular structure, C9H19AsCl16F6NiO at a distorted geometry, with properties calculated with wB97M-V/def2-TZVPD.

XYZ file:
```
53
Properties=species:S:1:pos:R:3:mulliken_spin:R:1
Ni 0.26 0.14 0.15 1.7445
C -0.90 -2.52 1.81 -0.0087
O -0.60 -1.26 1.31 0.1583
H -1.75 -2.91 1.25 0.0043
H -0.09 -3.24 1.87 0.0127
H -1.18 -2.44 2.86 0.0042
As 0.85 2.56 -1.45 -0.0024
F -0.10 3.96 -2.05 0.0001
F 1.48 3.50 -0.09 -0.0002
F 1.69 1.12 -0.80 0.0228
F 0.24 1.55 -2.72 0.0007
F 2.30 2.95 -2.39 0.0007
F -0.50 1.93 -0.42 0.0235
C 3.87 -0.36 3.51 -0.0002
Cl 2.25 -0.99 3.80 -0.0006
Cl 3.90 0.33 1.87 -0.0006
H 4.15 0.46 4.17 0.0000
H 4.62 -1.15 3.44 0.0000
C 1.27 3.18 2.98 0.0053
Cl 0.56 1.74 2.23 0.0144
Cl 2.13 2.70 4.48 0.0018
H 2.01 3.68 2.36 -0.0002
H 0.44 3.86 3.18 0.0006
C -1.57 0.23 4.63 0.0010
Cl -2.79 -0.49 5.75 0.0000
Cl -1.97 1.89 4.46 0.0001
H -0.60 0.09 5.11 0.0001
H -1.49 -0.26 3.66 -0.0026
C -2.74 2.52 -3.80 0.0000
Cl -4.09 1.64 -3.07 0.0000
Cl -3.13 3.21 -5.39 0.0000
H -2.31 3.31 -3.18 0.0000
H -1.99 1.75 -3.98 0.0000
C 1.96 -2.45 -4.85 0.0000
Cl 1.84 -1.39 -3.42 0.0001
Cl 2.50 -4.09 -4.45 0.0000
H 0.98 -2.59 -5.30 0.0000
H 2.60 -1.94 -5.57 0.0000
C -4.37 -0.13 1.19 -0.0005
Cl -4.81 0.94 2.54 0.0000
Cl -3.12 0.77 0.27 -0.0012
H -4.02 -1.06 1.64 0.0002
H -5.18 -0.28 0.48 0.0000
C -2.31 -1.49 -3.17 0.0104
Cl -1.17 -0.88 -1.93 0.0080
Cl -1.68 -0.97 -4.78 0.0016
H -2.36 -2.58 -3.12 0.0002
H -3.31 -1.09 -2.99 -0.0001
C 3.67 -2.76 -0.34 -0.0029
Cl 4.77 -2.31 -1.68 -0.0003
Cl 2.18 -1.79 -0.23 0.0050
H 3.38 -3.81 -0.44 -0.0001
H 4.24 -2.77 0.59 0.0002
```

As for the multiplicity: 3. The HOMO energy (spin up / spin down) comes out at -9.715 / -9.432 eV. The value obtained for the frontier orbital gap (spin up / spin down) is 0.343 / 0.257 hartree. Its expectation value of S² is 2.01.


Entry 4:
Below is 2 unconnected molecules or ions with the total composition C9H19BClN4O3 at a distorted geometry, with properties calculated with wB97M-V/def2-TZVPD.

XYZ file:
```
37
Properties=species:S:1:pos:R:3:lowdin_charge:R:1
N 1.77 0.90 1.79 0.1029
B 1.56 -0.59 1.59 -0.4087
O 2.77 -1.47 1.80 0.0346
C 0.16 -1.32 1.11 -0.1255
C -0.25 -0.97 -0.47 -0.1341
N -1.53 -1.67 -0.91 0.0760
C -2.26 -2.32 0.24 -0.0886
N -2.82 -3.60 0.17 0.1165
N -2.45 -1.58 1.56 0.0495
C -1.11 -1.10 2.13 -0.2580
C -1.32 0.43 2.66 -0.1079
C -1.48 1.56 1.49 -0.5482
O -2.21 1.47 0.38 -0.0887
Cl -0.58 3.21 1.73 0.5625
H 2.77 1.19 1.68 0.0911
H 1.58 1.06 2.83 0.0870
H 2.49 -2.44 1.75 0.1044
H 0.39 -2.49 1.10 0.1485
H -0.22 0.17 -0.71 0.1140
H 0.62 -1.46 -1.12 0.1617
H -2.14 -1.06 -1.49 0.1688
H -3.77 -3.70 -0.25 0.1429
H -2.34 -4.46 0.57 0.1606
H -3.11 -0.78 1.43 0.1366
H -0.91 -1.77 3.10 0.1738
H -0.50 0.70 3.48 0.1335
H -2.35 0.43 3.26 0.1556
C 1.09 2.88 -2.21 -0.0145
C 1.41 1.64 -3.01 -0.4743
O 0.79 0.60 -2.84 0.0220
C 2.53 1.74 -4.02 -0.0176
H 0.27 2.66 -1.53 0.0651
H 1.97 3.18 -1.63 0.0923
H 0.79 3.69 -2.88 0.0948
H 3.47 1.99 -3.51 0.0910
H 2.29 2.49 -4.77 0.0926
H 2.65 0.77 -4.52 0.0877
```

The HOMO energy comes out at -12.188 eV. The value obtained for the frontier orbital gap is 0.216 hartree. Its charge is +1.


E across the listed records, respectively: -1036.23011; -932.63737; -12135.90663; -1283.74644 Eh.